Record 1
The following is a DFT calculation (ωB97M-V/def2-TZVPD) of a molecular structure, C24H23N8O2S2Ti at a distorted geometry.

The spin multiplicity is 1. The largest force on an atom comes out at 2.26 eV Å⁻¹. Its total charge is -1. The total energy is -86066.34912 eV. Its relative energy (zero: lowest compared OMol25 entry of this formula, charge and spin) is 55.4 kJ/mol. The HOMO energy (alpha / beta) is -3.018 / -3.085 eV. The frontier orbital gap (alpha / beta) is 4.77 / 4.98 eV.

Last column: Löwdin charge in e.
Element x y z (Å)
Ti1 1.140 -0.535 -1.316  0.6086
C1 -1.928 -4.364 0.396  -0.1307
C2 -1.357 -3.729 -0.659  -0.0420
N1 -1.324 -2.370 -0.712  -0.1003
C3 -1.713 -1.668 0.382  -0.1592
C4 -2.340 -2.397 1.415  -0.0771
N2 -2.478 -3.697 1.442  0.0666
C5 -1.400 -0.267 0.511  -0.2089
C6 -2.270 0.547 1.195  0.0101
C7 -1.990 1.902 1.447  -0.1835
C8 -0.709 2.337 1.105  0.0178
C9 0.174 1.514 0.443  -0.2210
N3 -0.195 0.226 -0.032  -0.0542
C10 1.533 1.843 0.209  -0.2087
C11 2.174 3.063 0.564  -0.0809
N4 3.440 3.284 0.382  0.0714
C12 4.161 2.267 -0.184  -0.1299
C13 3.594 1.095 -0.561  -0.0908
N5 2.261 0.872 -0.378  -0.0415
C14 -2.962 2.784 2.100  -0.1754
C15 -2.890 4.176 1.979  -0.0307
C16 -3.824 4.978 2.610  -0.1670
N6 -4.835 4.521 3.350  0.0321
C17 -4.907 3.193 3.463  -0.1674
C18 -4.021 2.306 2.878  -0.0288
H1 -1.950 -5.445 0.416  0.0990
H2 -0.930 -4.238 -1.510  0.1309
H3 -2.687 -1.838 2.276  0.1160
H4 -3.222 0.129 1.494  0.1046
H5 -0.372 3.321 1.401  0.1017
H6 1.589 3.858 1.014  0.1066
H7 5.217 2.435 -0.343  0.0949
H8 4.151 0.297 -1.031  0.1057
H9 -2.123 4.638 1.371  0.1017
H10 -3.755 6.056 2.503  0.0968
H11 -5.721 2.807 4.068  0.0967
H12 -4.152 1.247 3.057  0.0995
N7 -1.565 1.642 -2.499  0.0469
N8 -0.394 2.349 -2.739  -0.0193
C19 0.835 1.781 -2.977  -0.6826
O1 1.801 2.493 -3.174  0.0456
O2 0.868 0.450 -2.939  -0.2013
H13 -2.279 1.896 -3.166  0.0837
H14 -1.887 1.795 -1.550  0.0717
H15 -0.383 3.356 -2.726  0.1374
C20 3.418 -4.305 0.812  -0.1488
C21 2.879 -3.273 -0.152  -0.7711
S1 1.706 -2.134 0.480  0.6417
C22 3.267 -3.211 -1.437  -0.7801
C23 4.261 -4.150 -2.063  -0.1471
S2 2.596 -2.003 -2.529  0.6197
H16 3.073 -4.104 1.825  0.0471
H17 4.511 -4.315 0.831  0.0670
H18 3.089 -5.315 0.548  0.0732
H19 4.718 -4.815 -1.329  0.0546
H20 5.061 -3.598 -2.564  0.0633
H21 3.788 -4.773 -2.828  0.0674
C24 -0.780 -1.697 -1.832  -0.1487
H22 -1.374 -0.825 -2.096  0.0554
H23 -0.586 -2.389 -2.640  0.0616


Record 2
The following is a DFT calculation (ωB97M-V/def2-TZVPD) of 4 unconnected molecules or ions with the total composition C24H23NO14P2S at a distorted geometry.

The spin multiplicity is 1. The largest force on an atom comes out at 2.72 eV Å⁻¹. Its total charge is 0. The total energy is -84829.03871 eV. The HOMO energy is -9.439 eV. The frontier orbital gap is 7.38 eV.

Last column: natural (NBO) charge in e.
Element x y z (Å)
N1 5.537 -0.258 0.912  -0.8184
C1 5.259 0.228 -0.352  0.6775
O1 5.857 -0.129 -1.350  -0.5939
C2 4.161 1.270 -0.387  -0.5272
C3 3.479 1.348 -1.740  -0.4412
C4 2.356 0.338 -1.992  0.0561
O2 2.876 -0.882 -2.484  -0.4726
C5 3.072 -1.676 -1.389  0.9660
O3 3.773 -2.657 -1.365  -0.5540
O4 2.349 -1.205 -0.333  -0.5367
C6 1.518 -0.118 -0.826  -0.4512
P1 -0.108 -0.985 -1.415  1.3737
O5 -0.504 -1.784 -0.079  -0.9720
O6 0.451 -2.097 -2.464  -0.9890
P2 0.944 1.102 0.435  1.8299
O7 1.645 2.518 0.204  -0.9754
O8 -0.611 1.348 0.155  -0.9729
S1 1.195 0.351 2.190  -0.5984
H1 6.023 -1.142 0.850  0.3950
H2 4.689 -0.387 1.446  0.3856
H3 3.496 1.101 0.448  0.2169
H4 4.636 2.224 -0.191  0.2529
H5 3.120 2.338 -1.965  0.2258
H6 4.236 1.132 -2.482  0.2669
H7 1.717 0.811 -2.733  0.2122
H8 0.268 -2.104 0.408  0.5037
H9 0.561 -2.942 -2.012  0.5089
H10 1.121 3.163 0.693  0.5197
H11 -0.671 1.737 -0.737  0.5139
C7 -3.041 -3.053 -5.393  -0.2301
C8 -2.229 -3.092 -4.340  -0.2281
C9 -2.674 -3.682 -3.052  0.4819
O9 -1.943 -3.720 -2.084  -0.5082
C10 -4.053 -4.226 -2.984  -0.2229
C11 -4.863 -4.186 -4.038  -0.2301
C12 -4.420 -3.596 -5.327  0.4756
O10 -5.158 -3.561 -6.287  -0.4830
H12 -2.739 -2.627 -6.342  0.2338
H13 -1.221 -2.701 -4.366  0.2434
H14 -4.355 -4.650 -2.036  0.2326
H15 -5.872 -4.576 -4.011  0.2339
C13 0.487 -1.568 7.883  -0.2300
C14 1.798 -1.366 7.798  -0.2333
C15 2.472 -1.234 6.481  0.4873
O11 3.667 -1.051 6.403  -0.4894
C16 1.626 -1.334 5.266  -0.2375
C17 0.314 -1.535 5.351  -0.2218
C18 -0.360 -1.668 6.667  0.4757
O12 -1.555 -1.849 6.747  -0.4888
H16 -0.025 -1.668 8.832  0.2319
H17 2.433 -1.290 8.671  0.2319
H18 2.136 -1.233 4.317  0.2362
H19 -0.319 -1.610 4.476  0.2366
C19 -4.185 6.001 -1.443  -0.2177
C20 -3.046 5.576 -1.984  -0.2317
C21 -2.324 4.414 -1.419  0.4872
O13 -1.280 4.012 -1.899  -0.5293
C22 -2.909 3.745 -0.240  -0.2537
C23 -4.046 4.162 0.306  -0.2004
C24 -4.777 5.328 -0.256  0.4713
O14 -5.814 5.715 0.233  -0.4699
H20 -4.734 6.848 -1.836  0.2371
H21 -2.599 6.050 -2.848  0.2348
H22 -2.350 2.902 0.139  0.2353
H23 -4.489 3.684 1.170  0.2379


Record 3
The following is a DFT calculation (ωB97M-V/def2-TZVPD) of a molecular structure, C24H24BF6IrN4O2Sb at a distorted geometry.

The spin multiplicity is 1. The largest force on an atom comes out at 1.68 eV Å⁻¹. Its total charge is +1. The total energy is -61684.92085 eV. Its relative energy (zero: lowest compared OMol25 entry of this formula, charge and spin) is 118.5 kJ/mol. The HOMO energy (alpha / beta) is -11.252 / -11.250 eV. The frontier orbital gap (alpha / beta) is 3.72 / 3.72 eV.

Last column: natural (NBO) charge in e.
Element x y z (Å)
Ir1 -0.209 -0.191 -0.149  1.4491
C1 2.508 -3.488 -0.093  -0.6603
C2 1.658 -3.513 1.145  0.0386
C3 2.121 -4.119 2.290  -0.2165
C4 1.373 -4.105 3.468  -0.0940
C5 0.148 -3.459 3.527  -0.2256
C6 -0.356 -2.795 2.424  0.0520
C7 -1.727 -2.190 2.491  -0.6592
C8 0.405 -2.831 1.220  0.1834
N1 -0.096 -2.179 0.115  -0.4763
C9 -0.201 -2.914 -1.086  0.6362
O1 -0.244 -4.112 -1.139  -0.4816
C10 -0.323 -2.033 -2.288  0.0999
C11 -0.487 -2.460 -3.589  -0.1485
C12 -0.590 -1.500 -4.589  -0.1197
C13 -0.517 -0.151 -4.272  -0.1497
C14 -0.350 0.208 -2.949  0.1266
N2 -0.258 -0.731 -2.012  -0.2981
C15 -0.210 1.610 -2.438  0.6291
O2 -0.225 2.561 -3.189  -0.5158
N3 -0.044 1.678 -1.069  -0.5135
C16 0.248 2.934 -0.596  0.1536
C17 -0.676 3.626 0.245  0.0429
C18 -1.991 3.016 0.629  -0.6424
C19 -0.328 4.882 0.627  -0.2276
C20 0.912 5.473 0.243  -0.0702
C21 1.822 4.805 -0.550  -0.2455
C22 1.527 3.537 -1.003  0.1211
C23 2.480 2.777 -1.855  -0.6744
H1 3.547 -3.675 0.172  0.2396
H2 2.462 -2.516 -0.586  0.2268
H3 2.198 -4.261 -0.797  0.2460
H4 3.086 -4.608 2.273  0.2304
H5 1.755 -4.609 4.346  0.2330
H6 -0.434 -3.483 4.439  0.2321
H7 -2.427 -2.919 2.900  0.2507
H8 -2.107 -1.871 1.526  0.2273
H9 -1.732 -1.331 3.167  0.2380
H10 -0.542 -3.521 -3.791  0.2704
H11 -0.730 -1.806 -5.617  0.2537
H12 -0.590 0.630 -5.017  0.2724
H13 -1.860 2.089 1.186  0.2180
H14 -2.586 2.774 -0.252  0.2449
H15 -2.560 3.707 1.247  0.2404
H16 -1.018 5.469 1.220  0.2325
H17 1.124 6.477 0.588  0.2317
H18 2.765 5.256 -0.826  0.2333
H19 3.434 3.290 -1.930  0.2393
H20 2.056 2.684 -2.857  0.2478
H21 2.629 1.765 -1.473  0.2396
B1 -4.871 0.150 -0.518  -0.6072
C24 -3.328 -0.025 -0.373  0.5327
N4 -2.178 -0.087 -0.257  -0.6500
H22 -5.217 0.737 0.482  0.0447
H23 -5.352 -0.954 -0.605  0.0537
H24 -5.022 0.809 -1.521  0.0458
F1 0.015 0.281 1.991  -0.6411
Sb1 1.637 0.921 2.835  3.2066
F2 1.758 -0.182 0.185  -0.6653
F3 1.742 2.170 1.461  -0.6252
F4 3.452 1.104 3.125  -0.6175
F5 0.830 1.961 4.116  -0.6215
F6 1.690 -0.763 3.602  -0.6177